{
  "formula": "C10H24N3O4Y",
  "method": "ωB97M-V with the def2-TZVPD basis set",
  "lumo_ev": -8.33,
  "homo_lumo_gap_ha": 0.179,
  "total_charge": 2,
  "symbols": ["Y", "C", "O", "H", "H", "H", "C", "C", "O", "N", "C", "H", "H", "H", "H", "H", "H", "H", "C", "C", "O", "N", "C", "H", "H", "H", "H", "H", "H", "H", "C", "C", "O", "N", "C", "H", "H", "H", "H", "H", "H", "H"],
  "positions_angstrom": [[1.73, 13.68, 15.04], [3.49, 13.36, 18.11], [2.87, 13.57, 16.87], [3.16, 12.42, 18.56], [4.57, 13.32, 18.02], [3.20, 14.16, 18.80], [2.72, 9.71, 20.75], [1.33, 9.20, 20.50], [1.12, 8.15, 19.90], [0.31, 9.99, 20.98], [-1.06, 9.62, 20.82], [3.44, 8.90, 20.62], [2.88, 10.07, 21.77], [2.94, 10.55, 20.10], [0.54, 10.69, 21.66], [-1.68, 10.51, 20.98], [-1.44, 8.86, 21.50], [-1.32, 9.29, 19.81], [1.83, 17.61, 17.23], [1.89, 17.21, 15.82], [1.75, 15.98, 15.53], [2.32, 18.10, 14.95], [2.40, 17.95, 13.50], [0.79, 17.61, 17.54], [2.33, 18.55, 17.43], [2.29, 16.81, 17.81], [2.35, 19.06, 15.27], [3.40, 18.23, 13.18], [1.61, 18.48, 12.98], [2.31, 16.88, 13.28], [5.41, 11.05, 14.55], [3.92, 10.96, 14.34], [3.20, 11.99, 14.51], [3.43, 9.80, 13.97], [2.00, 9.55, 13.71], [5.72, 10.59, 15.49], [5.66, 12.11, 14.56], [5.95, 10.53, 13.76], [3.96, 8.97, 14.17], [1.45, 10.46, 13.52], [1.62, 8.96, 14.54], [1.93, 8.91, 12.82]],
  "mulliken_charge": [2.050, -0.473, -0.578, -0.001, 0.307, 0.272, -0.573, 0.643, -0.610, -0.193, -0.842, 0.296, 0.374, -0.206, 0.251, 0.335, 0.289, 0.267, -0.882, 0.705, -0.658, -0.151, -0.770, 0.301, 0.348, 0.186, 0.256, 0.323, 0.325, 0.195, -1.183, 0.723, -0.577, -0.133, -0.810, 0.334, 0.314, 0.394, 0.280, 0.211, 0.349, 0.311]
}


{
  "formula": "C21H45BrN5O6",
  "method": "ωB97M-V with the def2-TZVPD basis set",
  "lumo_ev": [0.39, 0.39],
  "spin_multiplicity": 2,
  "homo_lumo_gap_ha": [0.317, 0.353],
  "s2": 0.754,
  "symbols": ["C", "C", "C", "C", "C", "O", "Br", "C", "C", "C", "C", "N", "O", "H", "H", "H", "H", "H", "H", "H", "H", "H", "H", "H", "H", "H", "H", "H", "H", "H", "C", "O", "N", "C", "C", "H", "H", "H", "H", "H", "H", "H", "C", "O", "N", "C", "C", "H", "H", "H", "H", "H", "H", "H", "C", "O", "N", "C", "C", "H", "H", "H", "H", "H", "H", "H", "C", "O", "N", "C", "C", "H", "H", "H", "H", "H", "H", "H"],
  "positions_angstrom": [[1.92, -1.93, -0.39], [0.91, -1.27, -1.32], [0.88, -2.07, -2.63], [1.28, 0.20, -1.56], [0.13, 1.09, -2.08], [0.50, 1.80, -3.24], [-0.22, 2.52, -0.75], [-1.18, 0.35, -2.35], [-1.62, -0.74, -1.34], [-2.62, -0.20, -0.33], [-2.30, -1.90, -2.08], [-0.41, -1.26, -0.61], [-0.31, -0.92, 0.62], [2.16, -1.29, 0.46], [2.83, -2.18, -0.93], [1.50, -2.86, 0.01], [1.91, -2.20, -2.97], [0.34, -1.58, -3.44], [0.46, -3.06, -2.47], [1.65, 0.61, -0.62], [2.11, 0.25, -2.27], [1.19, 1.31, -3.70], [-1.06, -0.09, -3.35], [-1.98, 1.08, -2.43], [-2.71, -0.89, 0.51], [-3.59, -0.13, -0.82], [-2.33, 0.78, 0.04], [-3.05, -1.52, -2.77], [-1.59, -2.50, -2.65], [-2.78, -2.54, -1.35], [2.00, -2.00, 3.38], [2.97, -1.90, 2.65], [1.64, -1.08, 4.29], [0.46, -1.23, 5.12], [2.45, 0.12, 4.40], [1.31, -2.87, 3.34], [-0.25, -0.42, 4.93], [0.72, -1.22, 6.18], [-0.02, -2.18, 4.89], [2.48, 0.65, 3.45], [3.47, -0.12, 4.70], [1.99, 0.76, 5.16], [0.58, 3.70, -5.99], [1.21, 3.09, -6.84], [0.08, 4.94, -6.17], [-0.65, 5.62, -5.13], [0.29, 5.60, -7.45], [0.37, 3.29, -5.00], [-1.66, 5.86, -5.44], [-0.15, 6.56, -4.84], [-0.70, 4.98, -4.25], [-0.15, 5.02, -8.26], [1.36, 5.71, -7.66], [-0.17, 6.58, -7.42], [-1.86, -4.73, 0.44], [-3.00, -4.35, 0.21], [-1.18, -5.59, -0.34], [0.18, -6.00, -0.04], [-1.83, -6.12, -1.52], [-1.28, -4.38, 1.31], [0.86, -5.71, -0.84], [0.25, -7.07, 0.11], [0.50, -5.50, 0.88], [-2.12, -5.31, -2.20], [-2.74, -6.66, -1.26], [-1.15, -6.79, -2.04], [-0.60, 2.34, 7.02], [-0.11, 1.79, 7.99], [0.05, 3.23, 6.25], [-0.56, 3.85, 5.09], [1.42, 3.56, 6.59], [-1.64, 2.16, 6.69], [-0.01, 3.60, 4.18], [-0.60, 4.93, 5.20], [-1.58, 3.48, 4.99], [2.04, 2.66, 6.61], [1.48, 4.02, 7.58], [1.81, 4.26, 5.85]],
  "lowdin_spin": [0.000, 0.023, 0.001, 0.017, 0.001, 0.000, 0.003, 0.015, 0.024, -0.002, 0.008, 0.387, 0.516, -0.001, 0.000, 0.000, 0.000, 0.000, 0.001, 0.002, 0.002, 0.000, 0.000, 0.002, -0.001, 0.000, 0.001, 0.000, 0.001, 0.000, 0.000, 0.000, 0.000, 0.000, 0.000, 0.000, 0.000, 0.000, 0.000, 0.000, 0.000, 0.000, 0.000, 0.000, 0.000, 0.000, 0.000, 0.000, 0.000, 0.000, 0.000, 0.000, 0.000, 0.000, 0.000, 0.000, 0.000, 0.000, 0.000, 0.000, 0.000, 0.000, 0.000, 0.000, 0.000, 0.000, 0.000, 0.000, 0.000, 0.000, 0.000, 0.000, 0.000, 0.000, 0.000, 0.000, 0.000, 0.000]
}


{
  "formula": "H12O6",
  "method": "ωB97M-V with the def2-TZVPD basis set",
  "lumo_ev": -0.05,
  "smiles": "O.O.O.O.O.O",
  "homo_lumo_gap_ha": 0.404,
  "symbols": ["H", "H", "H", "H", "H", "H", "H", "H", "H", "H", "H", "H", "O", "O", "O", "O", "O", "O"],
  "positions_angstrom": [[0.38, -0.12, -0.78], [-0.84, -0.72, -1.46], [-2.91, 0.55, -3.45], [-3.38, 1.02, -2.08], [1.00, 0.67, 2.94], [1.61, 1.67, 1.97], [-3.09, -3.03, -0.72], [-1.60, -2.76, -0.75], [0.81, -2.06, 3.95], [-0.07, -1.99, 2.71], [3.63, 2.27, -1.34], [4.42, 3.46, -0.83], [0.09, -0.53, -1.61], [-3.45, 1.23, -3.02], [1.14, 1.62, 2.81], [-2.45, -2.36, -0.96], [0.60, -1.50, 3.19], [4.12, 2.59, -0.57]],
  "mulliken_charge": [0.319, 0.312, 0.320, 0.313, 0.337, 0.311, 0.298, 0.318, 0.315, 0.306, 0.319, 0.320, -0.629, -0.632, -0.636, -0.620, -0.635, -0.636]
}


{
  "formula": "C7H10N3",
  "method": "ωB97M-V with the def2-TZVPD basis set",
  "lumo_ev": [-5.86, -5.18],
  "smiles": "CN1CCN=[N+]2C=CC=C12",
  "homo_lumo_gap_ha": [0.246, 0.266],
  "total_charge": 1,
  "symbols": ["C", "C", "C", "C", "C", "C", "C", "N", "N", "N", "H", "H", "H", "H", "H", "H", "H", "H", "H", "H"],
  "positions_angstrom": [[-0.33, 2.74, 0.17], [-0.42, 1.83, -0.89], [-0.07, 2.10, 1.38], [-0.19, 0.58, -0.42], [-0.09, -1.43, 1.69], [0.39, -1.67, 0.24], [0.19, -1.04, -2.14], [-0.02, 0.78, 1.23], [0.11, -0.09, 2.18], [0.01, -0.67, -0.76], [-0.46, 3.80, 0.06], [-0.64, 2.08, -1.91], [0.03, 2.56, 2.35], [-1.16, -1.65, 1.80], [0.44, -2.11, 2.36], [1.49, -1.74, 0.24], [-0.01, -2.63, -0.09], [0.01, -0.19, -2.79], [1.22, -1.39, -2.30], [-0.49, -1.85, -2.40]],
  "mulliken_charge": [-0.512, -0.708, -0.201, 0.777, -0.490, -0.625, -0.939, 0.812, -0.996, 0.064, 0.445, 0.417, 0.483, 0.359, 0.370, 0.375, 0.364, 0.322, 0.356, 0.325]
}


{
  "formula": "C31H57HgN4O2P2",
  "method": "ωB97M-V with the def2-TZVPD basis set",
  "lumo_ev": [-2.20, -3.03],
  "homo_lumo_gap_ha": [0.262, 0.175],
  "total_charge": 1,
  "symbols": ["C", "C", "C", "C", "C", "H", "H", "H", "N", "P", "P", "C", "H", "H", "C", "H", "C", "C", "C", "C", "C", "H", "H", "H", "C", "H", "H", "H", "C", "H", "H", "H", "C", "H", "H", "H", "C", "H", "H", "H", "C", "H", "H", "H", "C", "H", "H", "H", "C", "H", "H", "H", "C", "H", "H", "H", "C", "H", "H", "H", "C", "H", "H", "H", "C", "H", "H", "H", "Hg", "C", "O", "N", "C", "C", "C", "C", "C", "H", "H", "H", "H", "H", "H", "H", "H", "H", "C", "N", "C", "N", "O", "H", "H", "H", "H", "H", "H"],
  "positions_angstrom": [[-1.94, 1.52, -2.31], [-1.40, -0.76, -2.48], [-3.04, 1.38, -3.18], [-2.54, -0.97, -3.27], [-3.34, 0.10, -3.64], [-3.55, 2.26, -3.59], [-2.75, -2.00, -3.59], [-4.18, -0.11, -4.31], [-1.11, 0.49, -2.05], [-0.50, 2.94, -0.23], [0.13, -2.63, -0.75], [-1.57, 2.88, -1.71], [-1.01, 3.48, -2.45], [-2.50, 3.44, -1.51], [-0.49, -1.95, -2.33], [-0.78, -2.74, -3.03], [1.19, -4.11, -1.46], [-0.70, -3.11, 1.04], [0.91, 4.12, -0.56], [-1.75, 3.56, 1.03], [2.66, -3.81, -1.09], [2.79, -3.46, -0.05], [3.28, -4.73, -1.23], [3.05, -3.03, -1.77], [0.70, -5.50, -1.00], [0.85, -5.72, 0.06], [-0.35, -5.65, -1.28], [1.28, -6.26, -1.54], [1.07, -4.19, -2.99], [1.92, -4.75, -3.39], [0.12, -4.64, -3.32], [1.12, -3.19, -3.41], [0.49, -3.45, 1.94], [1.21, -2.62, 1.98], [0.11, -3.63, 2.96], [1.00, -4.37, 1.61], [-1.51, -1.90, 1.56], [-0.86, -1.05, 1.77], [-2.31, -1.59, 0.85], [-1.99, -2.19, 2.50], [-1.65, -4.29, 0.88], [-1.16, -5.21, 0.56], [-2.09, -4.49, 1.87], [-2.48, -4.07, 0.20], [-1.01, 3.75, 2.36], [-1.75, 4.03, 3.13], [-0.49, 2.83, 2.69], [-0.26, 4.56, 2.29], [-2.85, 2.49, 1.17], [-3.27, 2.18, 0.20], [-2.49, 1.59, 1.71], [-3.67, 2.92, 1.77], [-2.44, 4.90, 0.67], [-3.28, 5.02, 1.37], [-1.78, 5.76, 0.78], [-2.86, 4.92, -0.34], [1.56, 3.71, -1.90], [0.86, 3.80, -2.77], [2.42, 4.40, -2.07], [1.96, 2.67, -1.87], [1.99, 3.96, 0.55], [2.39, 2.93, 0.58], [2.84, 4.64, 0.33], [1.61, 4.20, 1.56], [0.44, 5.59, -0.60], [-0.46, 5.74, -1.21], [0.25, 5.98, 0.41], [1.24, 6.22, -1.02], [0.59, 0.82, 0.14], [-2.38, 0.54, 3.46], [-2.34, 0.03, 4.48], [1.63, -0.80, -1.49], [1.27, -1.14, -2.63], [1.87, -0.87, -4.08], [1.28, -1.75, -5.18], [1.47, 0.58, -4.35], [3.42, -1.06, -4.03], [1.80, -2.73, -5.20], [0.18, -1.80, -5.01], [1.44, -1.27, -6.19], [1.85, 1.23, -3.55], [1.88, 0.89, -5.32], [0.37, 0.63, -4.39], [3.86, -1.03, -5.07], [3.93, -0.27, -3.40], [3.68, -2.05, -3.62], [1.90, 0.43, 4.35], [3.14, 0.26, 3.62], [3.24, -0.21, 2.35], [4.52, -0.27, 1.87], [2.27, -0.53, 1.61], [1.03, 0.43, 3.67], [1.93, 1.39, 4.88], [1.77, -0.36, 5.10], [4.02, 0.41, 4.10], [4.66, -0.54, 0.91], [5.30, 0.11, 2.39]],
  "mulliken_charge": [0.333, -0.561, -0.904, -0.914, -0.817, 0.509, 0.563, 0.414, 0.968, -0.484, 0.804, -1.676, 0.726, 0.553, -0.488, 0.585, 2.239, 2.033, 1.949, 1.954, -1.295, 0.175, 0.482, 0.100, -2.097, 0.382, 0.465, 0.478, -1.910, 0.646, 0.268, -0.074, -1.433, -0.042, 0.526, 0.241, -1.440, -0.179, 0.297, 0.741, -1.906, 0.366, 0.545, 0.340, -1.751, 0.490, 0.189, 0.310, -1.004, 0.165, -0.294, 0.630, -1.507, 0.526, 0.339, 0.281, -1.495, 0.331, 0.615, 0.143, -1.651, 0.290, 0.482, 0.281, -1.786, 0.300, 0.331, 0.472, 1.152, 0.255, -0.204, -1.060, 0.069, 2.011, -1.427, -1.390, -1.511, 0.426, 0.219, 0.442, 0.040, 0.563, 0.308, 0.421, 0.234, 0.256, -0.700, -0.241, 0.509, -0.472, -0.341, 0.089, 0.332, 0.306, 0.182, 0.236, 0.150]
}


Computed energy relative to the best compared isomer or geometry (same formula, charge and spin), in the same sequence as the records: 0.0 0.0 150.3 302.8 528.0 kJ/mol.